No. 1
Below is a structure of composition C2H10N4 in a non-equilibrium geometry, with properties calculated with the ωB97M-V functional and the def2-TZVPD basis.

Geometry as XYZ:
```
16
Properties=species:S:1:pos:R:3:forces:R:3
C 1.12665 1.81992 0.19770 0.31 -0.02 -0.13
N 0.97825 0.63188 -0.61453 -0.06 -0.67 0.37
H 0.61330 0.87275 -1.53324 0.44 -0.40 0.21
H 1.23296 -0.64313 -0.23269 -0.68 2.49 -0.78
H 2.15787 2.19378 0.21639 0.02 0.14 0.10
H 0.85557 1.63340 1.24287 0.04 -0.07 0.20
H 0.49221 2.66258 -0.12011 0.07 -0.27 -0.10
C -0.76645 -0.86234 -0.20451 -1.07 -2.38 -0.28
N -1.30197 -0.42524 1.00869 0.17 0.53 -0.02
N 0.45088 -1.65744 0.01503 0.20 -0.38 -0.16
N -1.42982 -1.19267 -1.25881 0.62 0.69 0.60
H -0.78098 0.32993 1.43420 -0.02 0.04 0.05
H -2.28917 -0.21710 0.94390 0.15 0.15 -0.05
H 0.45829 -2.10044 0.92871 -0.13 0.06 -0.08
H 0.51659 -2.35512 -0.72334 -0.11 0.07 0.11
H -2.31417 -0.69076 -1.30027 0.07 0.03 -0.04
```
Positions in Å, forces in eV/Å.

Summary:
* DFT total energy: -301.1348 Ha
* energy relative to the best compared isomer or geometry (same formula, charge and spin): 245.1 kJ/mol
* 2S+1: 1
* HOMO level: -7.34 eV

Löwdin atomic charge list, values in e, 8 entries: -0.248 -0.174 0.040 0.117 0.051 0.040 0.067 -0.592


No. 2
Below is a cluster of 3 separate species, C2H10N4 in total in a non-equilibrium geometry, with properties calculated with the ωB97M-V functional and the def2-TZVPD basis.

Geometry as XYZ:
```
16
Properties=species:S:1:pos:R:3:forces:R:3
C 4.07211 -4.20891 0.99382 -1.21 -1.04 -0.97
C -4.72900 4.11999 -1.26478 -0.40 1.57 -1.76
N 5.12057 -3.90294 0.36045 0.21 0.77 -1.78
N -5.23134 3.18575 0.65449 -0.62 -1.15 0.11
N 5.89938 -2.86536 0.66432 2.76 -1.48 -1.62
N -4.73294 4.14273 0.14417 0.33 3.37 4.80
H 3.38431 -5.00599 0.62087 0.92 0.72 0.54
H 3.83872 -3.50785 1.76139 -0.43 -0.18 0.96
H -3.86400 3.67317 -1.67426 1.23 -0.70 -0.11
H -5.58359 3.46501 -1.41274 -0.07 0.56 -1.31
H -4.70617 5.17058 -1.63306 -0.67 -0.85 0.08
H 5.39543 -4.19085 -0.57892 -0.42 -1.39 0.33
H -5.55540 2.99353 1.61437 0.92 1.15 0.23
H 5.49252 -2.20198 1.19065 -1.61 2.80 2.36
H 6.48365 -2.51776 -0.09005 -0.15 -0.26 0.18
H -4.41305 5.47179 0.86817 -0.78 -3.91 -2.05
```
Positions in Å, forces in eV/Å.

Summary:
* DFT total energy: -300.4082 Ha
* net charge: +2
* energy relative to the best compared isomer or geometry (same formula, charge and spin): 410.5 kJ/mol
* 2S+1: 1
* HOMO level: -17.10 eV

Löwdin atomic charge list, values in e, 8 entries: 0.177 -0.025 -0.034 0.216 0.145 -0.109 0.150 0.118


No. 3
Below is a cluster of 2 separate species, C2H10N5 in total in a non-equilibrium geometry, with properties calculated with the ωB97M-V functional and the def2-TZVPD basis.

Geometry as XYZ:
```
17
Properties=species:S:1:pos:R:3:forces:R:3
N 1.23926 -2.92772 -0.17234 2.08 2.05 0.50
C 0.89839 -2.07716 0.89460 -4.74 2.82 -1.07
N -0.08352 -1.21897 0.93188 2.96 -4.58 2.26
H 1.30841 -3.84984 0.16600 -0.95 -2.61 0.10
H 2.22393 -2.74757 -0.41417 0.12 0.22 -0.90
H 1.60381 -2.27978 1.69285 0.47 -0.04 1.06
H -0.49858 -1.07837 1.89588 1.20 0.47 -0.65
N -1.52128 0.68082 -0.03167 0.51 -0.16 0.21
C -0.67809 1.58208 -0.49123 -0.18 1.45 -0.47
N -1.13228 2.83672 -0.82194 2.64 -0.93 -0.92
N 0.63837 1.34256 -0.62062 -0.50 0.68 0.10
H -1.07260 -0.22877 0.36253 -2.07 2.24 -1.39
H -2.45563 1.07779 0.08145 0.10 -1.17 0.27
H -2.09014 2.92508 -1.00914 -1.63 0.16 0.02
H -0.59323 3.30609 -1.58202 -0.44 -0.38 1.08
H 1.00605 0.46964 -0.28332 0.18 0.43 -0.05
H 1.20714 2.18741 -0.59874 0.25 -0.63 -0.14
```
Positions in Å, forces in eV/Å.

Summary:
* DFT total energy: -355.2268 Ha
* net charge: +2
* expectation value of S²: 0.76
* energy relative to the best compared isomer or geometry (same formula, charge and spin): 211.4 kJ/mol
* 2S+1: 2
* HOMO level (spin up / spin down): -18.46 / -18.45 eV

Löwdin atomic charge list, values in e, 8 entries: 0.351 -0.085 0.188 0.151 0.179 0.204 0.182 0.186


No. 4
Below is a structure of composition C2H10N5P in a non-equilibrium geometry, with properties calculated with the ωB97M-V functional and the def2-TZVPD basis.

Geometry as XYZ:
```
18
Properties=species:S:1:pos:R:3:forces:R:3
C 0.07811 -1.40371 -0.26657 -1.41 0.40 0.55
C -0.60516 0.99832 -0.33217 -0.86 -2.19 -1.06
N 0.14434 -2.71391 0.05618 -1.14 1.28 0.72
N -0.95878 -0.54447 -0.15325 1.66 -1.17 0.82
N -1.63451 1.51925 -1.05562 -0.73 1.15 -2.15
N -0.20418 1.53981 0.90205 -1.16 2.45 0.43
N 1.23527 -0.72452 -0.73964 -1.72 0.87 -0.40
P 1.20130 0.86424 -1.22177 -1.42 -0.92 1.65
H -0.47751 -3.11235 0.79210 0.32 0.63 -1.04
H 0.71932 -3.42297 -0.38616 0.41 0.49 -0.18
H -1.93270 -0.83264 0.13280 1.38 0.43 -0.57
H 3.47251 1.88309 -0.96453 1.58 -0.11 -0.16
H -2.22927 2.30034 -0.87919 -0.14 0.57 1.82
H -1.61822 1.60994 -2.07400 0.74 -1.04 0.19
H -0.45176 2.60059 0.91525 0.90 -2.25 0.08
H -0.64976 1.12249 1.75009 0.73 0.19 -0.92
H 2.05617 -1.16406 -0.45033 2.09 -0.99 -0.03
H 4.23933 1.76112 -1.08871 -1.26 0.21 0.23
```
Positions in Å, forces in eV/Å.

Summary:
* DFT total energy: -696.6189 Ha
* net charge: +2
* energy relative to the best compared isomer or geometry (same formula, charge and spin): 304.1 kJ/mol
* 2S+1: 1
* HOMO level: -18.06 eV

Löwdin atomic charge list, values in e, 8 entries: -0.338 -0.709 0.244 0.164 0.103 0.097 -0.130 1.357


No. 5
Below is a cluster of 2 separate species, C2H10NO in total in a non-equilibrium geometry, with properties calculated with the ωB97M-V functional and the def2-TZVPD basis.

Geometry as XYZ:
```
14
Properties=species:S:1:pos:R:3:forces:R:3
C 1.25856 -0.58456 -1.28311 -0.07 -0.05 -1.89
N -0.14432 -1.07237 -0.92856 1.06 -0.62 -0.30
H -0.48109 -1.57595 -1.77954 0.21 -0.34 1.33
H 0.09493 -1.64695 -0.05873 -1.49 0.41 -1.72
H -0.88977 -0.36764 -0.71555 1.31 0.18 0.37
H 1.92739 -0.69947 -0.49012 0.65 -0.26 1.51
H 1.37160 0.39839 -1.66224 -0.90 1.35 0.17
H 1.69957 -1.11083 -2.14082 -0.66 -0.71 0.41
C -1.07018 1.04233 1.86065 -3.51 -3.27 -4.32
O -0.52543 1.19703 0.50170 -6.22 -3.28 -1.11
H 0.26825 1.57013 0.48124 5.03 2.69 0.37
H -0.24558 1.30130 2.28122 4.13 1.90 4.75
H -1.97926 1.63345 1.90054 0.26 0.10 0.59
H -1.28467 -0.08487 2.03333 0.20 1.91 -0.16
```
Positions in Å, forces in eV/Å.

Summary:
* DFT total energy: -211.8659 Ha
* net charge: +1
* energy relative to the best compared isomer or geometry (same formula, charge and spin): 243.0 kJ/mol
* 2S+1: 1
* HOMO level: -14.95 eV

Löwdin atomic charge list, values in e, 8 entries: -0.022 0.138 0.179 0.196 0.147 0.078 0.088 0.111


No. 6
Below is a cluster of 3 separate species, C2H10NO in total in a non-equilibrium geometry, with properties calculated with the ωB97M-V functional and the def2-TZVPD basis.

Geometry as XYZ:
```
14
Properties=species:S:1:pos:R:3:forces:R:3
C -1.74062 -1.21606 0.16533 0.30 -0.23 -3.12
N -1.26714 0.12733 -0.17308 -0.59 -1.41 4.04
C 2.05968 0.79710 -1.12592 -2.55 0.93 2.29
H -2.36575 -1.30500 1.00995 -1.38 0.84 1.44
H -0.96069 -1.93694 0.37205 0.60 0.09 -0.49
H -2.44836 -1.63572 -0.64390 0.88 0.62 0.72
H 1.37136 0.85928 -1.93438 -1.35 1.42 -0.85
H -0.33411 0.24684 0.62703 -1.24 -0.04 -1.81
H 1.45598 0.57444 -0.16630 0.78 -1.20 -1.47
H 2.88454 0.14199 -1.17576 2.82 -1.15 1.28
H 2.62827 1.78643 -1.02608 1.00 0.18 -1.68
H -2.02444 0.82620 -0.01667 0.41 -0.21 -1.06
H 0.16951 0.43486 2.51172 0.83 -0.16 -1.17
O 0.57177 0.29925 1.57601 -0.53 0.32 1.87
```
Positions in Å, forces in eV/Å.

Summary:
* DFT total energy: -211.0919 Ha
* net charge: +2
* expectation value of S²: 1.70
* energy relative to the best compared isomer or geometry (same formula, charge and spin): 777.4 kJ/mol
* 2S+1: 2
* HOMO level (spin up / spin down): -22.04 / -21.08 eV

Löwdin atomic charge list, values in e, 8 entries: -0.047 0.189 0.303 0.114 0.102 0.176 0.122 0.052


No. 7
Below is a cluster of 3 separate species, C2H10NO2 in total in a non-equilibrium geometry, with properties calculated with the ωB97M-V functional and the def2-TZVPD basis.

Geometry as XYZ:
```
15
Properties=species:S:1:pos:R:3:forces:R:3
C 0.89713 2.17501 0.33353 -0.31 -0.15 1.13
C 2.06999 0.08968 -0.07158 0.11 -0.22 0.71
N 0.99010 0.73732 0.06879 0.34 0.28 -0.87
H 1.72760 2.52645 0.94632 0.37 -0.03 -0.68
H 0.04387 2.38429 0.96777 -0.44 -0.23 -0.15
H 0.74242 2.64495 -0.62951 0.30 0.37 0.00
H 3.01523 0.47405 0.29678 -0.03 0.25 -0.24
H 2.02824 -0.90403 -0.49012 -0.08 -0.19 0.02
H 0.14875 0.27585 -0.32124 -0.45 -0.24 -0.03
H -1.16179 -0.74035 -2.08001 -0.23 -0.26 0.43
H -1.59945 -1.41164 -0.67607 -0.01 0.11 -0.12
O -1.03206 -0.75056 -1.12129 0.47 0.36 -0.11
H -2.38686 -2.18466 1.61814 -0.12 -0.06 0.05
H -3.10204 -2.96319 0.48590 -0.01 0.00 0.14
O -2.38113 -2.35316 0.67258 0.09 0.01 -0.28
```
Positions in Å, forces in eV/Å.

Summary:
* DFT total energy: -287.1795 Ha
* net charge: +1
* energy relative to the best compared isomer or geometry (same formula, charge and spin): 44.2 kJ/mol
* 2S+1: 1
* HOMO level: -15.38 eV

Löwdin atomic charge list, values in e, 8 entries: 0.006 0.172 0.003 0.108 0.102 0.113 0.127 0.123


No. 8
Below is a cluster of 3 separate species, C2H10NO2 in total in a non-equilibrium geometry, with properties calculated with the ωB97M-V functional and the def2-TZVPD basis.

Geometry as XYZ:
```
15
Properties=species:S:1:pos:R:3:forces:R:3
C 0.73385 -0.27252 -0.32582 0.23 0.25 0.04
C 0.80466 -1.56073 -0.51027 -0.23 -0.80 -0.76
N -0.45126 0.32372 0.30308 0.69 -0.23 0.03
H 1.53414 0.39431 -0.62060 -0.21 0.25 0.32
H 1.66973 -1.97999 -0.99776 0.18 -0.06 0.11
H -0.03423 -2.23778 -0.37476 0.11 0.06 0.36
H -1.17190 -0.39516 0.34085 -0.28 0.21 -0.13
H -0.77120 1.12634 -0.24072 -0.29 -0.05 0.00
H -0.21808 0.57997 1.29470 -0.28 0.32 -0.02
H -0.50144 0.91916 3.67657 -0.04 0.05 -0.03
H 0.96697 0.81966 3.23744 -0.10 0.10 0.03
O 0.08007 1.03020 2.91498 0.24 -0.19 -0.01
H -1.34334 -0.18143 -3.10936 -0.10 0.09 -0.03
H -0.20812 0.81994 -2.96107 -0.14 0.06 -0.15
O -1.08986 0.61429 -2.62725 0.25 -0.06 0.23
```
Positions in Å, forces in eV/Å.

Summary:
* DFT total energy: -287.1745 Ha
* net charge: +1
* energy relative to the best compared isomer or geometry (same formula, charge and spin): 57.2 kJ/mol
* 2S+1: 1
* HOMO level: -15.07 eV

Löwdin atomic charge list, values in e, 8 entries: -0.174 0.064 0.185 0.131 0.085 0.089 0.164 0.154


Repeat the eighth record exactly.
Below is a cluster of 3 separate species, C2H10NO2 in total in a non-equilibrium geometry, with properties calculated with the ωB97M-V functional and the def2-TZVPD basis.

Geometry as XYZ:
```
15
Properties=species:S:1:pos:R:3:forces:R:3
C 0.73385 -0.27252 -0.32582 0.23 0.25 0.04
C 0.80466 -1.56073 -0.51027 -0.23 -0.80 -0.76
N -0.45126 0.32372 0.30308 0.69 -0.23 0.03
H 1.53414 0.39431 -0.62060 -0.21 0.25 0.32
H 1.66973 -1.97999 -0.99776 0.18 -0.06 0.11
H -0.03423 -2.23778 -0.37476 0.11 0.06 0.36
H -1.17190 -0.39516 0.34085 -0.28 0.21 -0.13
H -0.77120 1.12634 -0.24072 -0.29 -0.05 0.00
H -0.21808 0.57997 1.29470 -0.28 0.32 -0.02
H -0.50144 0.91916 3.67657 -0.04 0.05 -0.03
H 0.96697 0.81966 3.23744 -0.10 0.10 0.03
O 0.08007 1.03020 2.91498 0.24 -0.19 -0.01
H -1.34334 -0.18143 -3.10936 -0.10 0.09 -0.03
H -0.20812 0.81994 -2.96107 -0.14 0.06 -0.15
O -1.08986 0.61429 -2.62725 0.25 -0.06 0.23
```
Positions in Å, forces in eV/Å.

Summary:
* DFT total energy: -287.1745 Ha
* net charge: +1
* energy relative to the best compared isomer or geometry (same formula, charge and spin): 57.2 kJ/mol
* 2S+1: 1
* HOMO level: -15.07 eV

Löwdin atomic charge list, values in e, 8 entries: -0.174 0.064 0.185 0.131 0.085 0.089 0.164 0.154


> Number 4 is which compound?

C2H10N5P